A molecular structure, C22H34AlF9N3O7PSSi in a non-equilibrium geometry, computed with wB97M-V/def2-TZVPD.

Output
Energy = -101224.732 eV
Charge = 0
Kohn-Sham gap = 4.9 eV

The geometry in XYZ format:
```
79
Properties=species:S:1:pos:R:3:forces:R:3:lowdin_charge:R:1
C 2.737784 -1.893839 2.212586 -0.048 0.286 -0.142 -0.194
Si 3.551174 -0.494167 1.202569 1.125 -0.235 -0.189 0.575
C 4.499473 0.762703 2.308115 0.158 -0.312 -0.084 -0.181
C 2.221433 0.371780 0.152055 -0.187 0.740 -0.462 -0.231
C 1.180314 1.241895 1.012217 1.361 -1.046 -1.081 -0.142
C 0.660144 2.376165 0.057516 2.184 -1.246 -0.593 -0.499
F 1.625295 3.334242 -0.139179 -1.896 -1.053 0.501 0.103
F 0.496303 1.779310 -1.214101 -0.546 0.978 1.214 0.046
N -0.662605 2.960447 0.389135 -1.691 -0.878 0.358 -0.032
C -1.747906 2.181261 -0.158648 0.230 -0.127 -0.747 -0.239
N -2.214551 2.582384 -1.300893 -0.091 -0.146 0.430 0.202
C -3.274138 1.937944 -2.095110 -0.570 0.047 -1.843 -0.091
C -2.719090 0.816758 -3.117122 -0.732 -0.155 0.662 -0.053
C -3.888510 -0.154856 -3.431149 -0.678 0.436 1.403 -0.171
F -3.770871 -1.543956 -3.387456 0.818 1.665 -1.898 0.039
C -5.161748 0.348908 -3.748114 0.371 -0.520 -0.499 -0.194
F -5.585467 0.429592 -5.038031 -0.836 -1.256 2.173 0.126
F -6.069190 0.797127 -2.824388 1.581 0.960 -1.931 0.109
N -2.222324 1.001500 0.488505 -0.224 1.553 -0.813 -0.024
C -1.797961 -0.275076 -0.105720 1.436 -1.755 0.460 -0.161
O -2.835210 -1.070007 -0.669136 0.451 0.089 1.249 -0.093
C -3.054254 -2.266436 0.082900 -1.283 -1.264 -1.257 -0.219
O -3.849064 -2.033419 1.241772 1.058 -0.170 -0.064 -0.137
C -3.604195 -3.014028 2.262745 -0.280 -0.355 0.909 -0.183
C -4.116168 -4.462029 1.916467 -0.322 0.216 0.294 -0.222
O -3.856328 -5.318680 3.045868 -0.231 0.723 -0.386 -0.079
C -3.584978 1.040724 1.041752 -1.427 -0.689 1.729 -0.055
C -4.102466 2.440640 1.514179 -0.483 1.489 0.419 -0.440
O -4.445361 3.309761 0.755276 0.728 -1.060 -0.348 0.134
O -4.240682 2.736384 2.888059 -0.240 -1.640 -1.368 0.050
P -0.850904 3.416978 2.074724 2.181 2.451 3.201 0.302
O -1.330542 2.192346 3.074588 -0.687 0.996 -2.075 -0.187
O -1.960135 4.676536 2.080230 0.607 -2.816 -1.261 -0.198
S 0.770624 4.160096 2.846223 -0.612 -0.532 -0.877 0.390
C 4.890878 -1.271151 0.087200 2.076 -1.052 -1.760 -0.245
C 6.302747 -1.405036 0.529059 0.022 -0.852 -1.986 -0.094
C 7.336181 -2.015334 -0.322626 -1.579 -0.137 -0.877 -0.088
C 7.038961 -2.539341 -1.672770 -2.628 1.609 2.140 -0.067
C 5.650803 -2.373886 -2.135177 0.882 0.385 1.950 -0.064
C 4.603392 -1.753706 -1.264403 2.219 -0.723 0.095 -0.081
H 2.214575 -1.427623 3.091205 0.267 -0.753 -0.664 0.028
H 2.024973 -2.427538 1.519011 0.587 0.406 0.900 0.033
H 3.533642 -2.607008 2.546043 -0.805 0.561 -0.136 0.039
H 3.819726 1.396800 2.934075 0.761 -0.429 -0.423 0.024
H 5.176163 0.150011 2.969832 -0.743 0.677 -0.408 0.035
H 5.184645 1.390557 1.669157 -0.883 -0.474 0.622 0.056
H 2.776328 1.074217 -0.541223 -0.435 -0.823 0.601 0.086
H 1.682671 -0.351664 -0.526758 0.513 0.703 0.708 0.083
H 1.756831 1.620851 1.889368 -0.991 0.155 -0.684 0.077
H 0.385968 0.510393 1.326560 0.355 1.082 -0.143 0.096
H -1.791225 3.427602 -1.708786 -0.076 -0.463 0.341 0.203
H -3.683880 2.743097 -2.771277 0.383 -0.637 1.006 0.154
H -4.147467 1.566150 -1.514456 1.161 0.303 0.063 0.113
H -1.781755 0.327957 -2.760559 -0.945 0.197 -0.158 0.115
H -2.484842 1.354057 -4.080790 -0.008 -0.632 1.012 0.135
H -0.971833 -0.134761 -0.862550 -1.001 0.291 0.723 0.144
H -1.322203 -0.892608 0.717860 -0.497 0.720 -0.691 0.146
H -2.106813 -2.831158 0.297779 -0.528 0.837 0.144 0.152
H -3.664946 -2.930346 -0.598173 0.735 0.822 0.409 0.157
H -4.177729 -2.685658 3.179339 0.523 -0.133 -1.028 0.137
H -2.515934 -3.017210 2.570542 -0.965 -0.211 -0.519 0.140
H -5.231584 -4.465412 1.730166 1.150 0.304 -0.103 0.136
H -3.603754 -4.888858 1.019829 -0.320 0.238 0.847 0.125
H -4.426766 -5.002949 3.770345 0.352 -0.312 -0.375 0.093
H -4.392576 0.626515 0.367569 1.039 0.486 0.391 0.144
H -3.607257 0.369356 1.949081 0.197 0.643 -1.000 0.143
H -5.088072 2.316549 3.134133 0.406 0.254 0.350 0.129
H -1.067407 1.314048 2.740773 -0.099 0.382 0.022 0.070
H -1.733031 5.162383 1.257305 -0.298 0.075 0.604 0.085
H 6.648517 -1.041936 1.523908 -0.495 -0.274 -0.867 0.080
H 8.395822 -2.111495 0.032077 -1.243 0.239 -0.147 0.090
H 7.827168 -3.028229 -2.288169 -0.842 0.572 0.524 0.096
H 5.445072 -2.744512 -3.164581 -0.224 0.583 1.015 0.094
H 3.569246 -1.676914 -1.670641 1.010 0.021 0.272 0.088
F 6.135664 2.429380 -3.806704 -0.966 -0.952 -0.126 -0.232
Al 4.949581 1.179439 -4.079025 0.358 0.146 -0.219 -0.021
F 3.948021 1.627675 -5.439197 0.590 -0.376 1.085 -0.239
F 3.947100 1.001552 -2.645161 0.479 0.109 -0.881 -0.222
F 5.756503 -0.333241 -4.417624 -0.716 1.060 0.282 -0.220
```
Forces are in eV/Å.